(1)
Entry from the OMol25 dataset: the molecule C2H6N2S (the ωB97M-V functional and the def2-TZVPD basis).

Last columns: bonded neighbours and bond lengths (Å).
Element x y z (Å)
1 N -0.46 1.24 -0.41  C3 1.422, C6 1.486
2 S -1.79 -1.11 0.20  C3 1.809, N4 1.698
3 C -0.30 -0.13 -0.06  N1 1.422, S2 1.809, H11 1.032
4 N -0.84 -2.51 0.33  S2 1.698, H5 0.978, H8 1.093
5 H -1.32 -3.29 0.65  N4 0.978
6 C 0.85 1.96 -0.46  N1 1.486, H7 1.035, H9 1.116, H10 1.148
7 H 1.73 1.45 -0.65  C6 1.035
8 H -0.12 -2.26 1.12  N4 1.093
9 H 0.98 2.43 0.54  C6 1.116
10 H 0.67 2.85 -1.16  C6 1.148
11 H 0.61 -0.62 -0.08  C3 1.032

As for the HOMO-LUMO gap: 0.3194 Eh. The SMILES is C/N=C/SN. The calculation puts the lowest unoccupied orbital energy at 0.529 eV.

Löwdin population analysis, charges in e, atoms 1 to 6: -0.087 0.800 -0.417 -0.404 -0.011 -0.183


(2)
Entry from the OMol25 dataset: the molecule C2H6N2S (the ωB97M-V functional and the def2-TZVPD basis).

Last columns: bonded neighbours and bond lengths (Å).
Element x y z (Å)
1 C 0.25 -0.07 -0.08  N6 1.322, C7 1.507, S10 1.645
2 N -1.70 -0.54 1.33  H3 1.009, C7 1.485, H11 1.026
3 H -1.87 -0.32 2.30  N2 1.009
4 H -1.58 1.04 -0.09  C7 1.124
5 H -0.60 1.27 1.37  C7 1.066
6 N 0.51 -1.34 0.18  C1 1.322, H8 1.010, H9 1.029
7 C -0.92 0.53 0.66  C1 1.507, N2 1.485, H4 1.124, H5 1.066
8 H 1.35 -1.71 -0.23  N6 1.010
9 H -0.06 -1.74 0.95  N6 1.029
10 S 1.11 0.78 -1.20  C1 1.645
11 H -2.56 -0.62 0.79  N2 1.026

As for the HOMO-LUMO gap: 0.3261 Eh. The SMILES is NCC(N)=S. The calculation puts the lowest unoccupied orbital energy at 0.756 eV.

Löwdin population analysis, charges in e, atoms 1 to 6: -0.938 -0.018 0.070 0.121 0.102 0.066


(3)
Entry from the OMol25 dataset: the molecule C2H6N2S (the ωB97M-V functional and the def2-TZVPD basis).

Last columns: bonded neighbours and bond lengths (Å).
Element x y z (Å)
1 N -1.30 -0.68 -0.16  C8 1.435, S11 1.643
2 H -2.20 1.13 -0.31  C8 1.087
3 H 1.53 -1.43 0.68  C7 1.099
4 H -3.21 -0.19 -0.46  C8 1.048
5 H 2.65 1.13 -0.55  N9 1.056
6 H 3.26 -0.43 -0.59  N9 0.995
7 C 1.50 -0.37 0.42  H3 1.099, N9 1.418, S11 1.689
8 C -2.42 0.16 0.13  N1 1.435, H2 1.087, H4 1.048, H10 1.036
9 N 2.71 0.20 -0.06  H5 1.056, H6 0.995, C7 1.418
10 H -2.59 0.26 1.15  C8 1.036
11 S 0.06 0.23 -0.24  N1 1.643, C7 1.689

As for the expectation value of S²: 2.01. As for the HOMO-LUMO gap (spin up / spin down): 0.2698 / 0.2915 Eh. Its spin multiplicity is 3. The calculation puts the lowest unoccupied orbital energy (spin up / spin down) at 0.955 / -1.106 eV.

Löwdin population analysis, charges in e, atoms 1 to 6: -0.385 0.040 0.068 0.056 0.093 0.057


(4)
Entry from the OMol25 dataset: the molecule C2H6N2S2 (the ωB97M-V functional and the def2-TZVPD basis).

Last columns: bonded neighbours and bond lengths (Å).
Element x y z (Å)
1 H -2.73 -0.32 -1.16  S2 1.324
2 S -2.33 -0.15 0.09  H1 1.324, C4 1.757
3 H -0.86 -1.89 -0.62  C4 1.090
4 C -0.88 -1.14 0.17  S2 1.757, H3 1.090, C5 1.521, H9 1.069
5 C 0.46 -0.45 0.03  C4 1.521, S6 1.656, N11 1.359
6 S 1.82 -1.40 0.00  C5 1.656
7 H -0.54 1.35 -0.11  N11 1.038
8 H 2.17 1.29 -0.52  N12 0.969
9 H -0.87 -1.68 1.10  C4 1.069
10 H 1.84 1.75 1.03  N12 1.026
11 N 0.40 0.91 -0.06  C5 1.359, H7 1.038, N12 1.388
12 N 1.52 1.71 0.06  H8 0.969, H10 1.026, N11 1.388

As for the HOMO-LUMO gap: 0.3390 Eh. The SMILES is NNC(=S)CS. The calculation puts the lowest unoccupied orbital energy at 0.635 eV.

Löwdin population analysis, charges in e, atoms 1 to 6: -0.134 0.767 0.074 -0.608 -0.882 0.629


(5)
Entry from the OMol25 dataset: the ion C2H6N3 with charge +1 (the ωB97M-V functional and the def2-TZVPD basis).

Last columns: bonded neighbours and bond lengths (Å).
Element x y z (Å)
1 H -0.99 1.94 -0.25  C6 1.148
2 H -1.79 0.49 0.58  C6 1.131
3 H 0.90 -1.09 1.23  C7 1.129
4 H -0.42 1.35 1.27  C6 1.069
5 N 1.28 0.58 -1.23  N8 1.098, N11 1.712
6 C -0.80 0.98 0.34  H1 1.148, H2 1.131, H4 1.069, N11 1.458
7 C 0.24 -1.17 0.32  H3 1.129, H9 1.020, H10 1.123, N11 1.339
8 N 1.76 0.59 -2.22  N5 1.098
9 H 0.52 -1.88 -0.36  C7 1.020
10 H -0.66 -1.73 0.68  C7 1.123
11 N -0.05 -0.06 -0.36  N5 1.712, C6 1.458, C7 1.339

As for the HOMO-LUMO gap: 0.3203 Eh. The SMILES is CN(C)[N+]#N. Its charge is +1. The calculation puts the lowest unoccupied orbital energy at -7.494 eV.

Löwdin population analysis, charges in e, atoms 1 to 6: 0.132 0.148 0.153 0.088 0.137 -0.042


(6)
Entry from the OMol25 dataset: a cluster of 2 separate species, C2H6N3O2 in total (the ωB97M-V functional and the def2-TZVPD basis).

Last columns: bonded neighbours and bond lengths (Å).
Element x y z (Å)
1 N -0.52 -2.48 -2.59  H2 1.014, C6 1.292
2 H 0.09 -2.82 -3.32  N1 1.014
3 H 0.08 -0.26 -0.26  N5 1.033
4 H -1.38 -1.14 -0.62  N5 1.007
5 N -0.41 -0.96 -0.84  H3 1.033, H4 1.007, C6 1.330
6 C 0.11 -1.61 -1.88  N1 1.292, N5 1.330, H10 1.094
7 H -0.35 2.52 3.10  N8 1.005
8 N 0.28 2.39 2.34  H7 1.005, C9 1.418, H11 1.005
9 C -0.03 1.33 1.45  N8 1.418, O12 1.244, O13 1.265
10 H 1.15 -1.34 -2.09  C6 1.094
11 H 1.26 2.47 2.56  N8 1.005
12 O -1.22 0.96 1.41  C9 1.244
13 O 0.94 0.94 0.73  C9 1.265

As for the HOMO-LUMO gap: 0.3269 Eh. Its charge is -1. The calculation puts the lowest unoccupied orbital energy at 4.143 eV.

Löwdin population analysis, charges in e, atoms 1 to 6: -0.016 -0.018 0.036 0.090 0.100 -0.441


(7)
Entry from the OMol25 dataset: the molecule C2H6N3P3 (the ωB97M-V functional and the def2-TZVPD basis).

Last columns: bonded neighbours and bond lengths (Å).
Element x y z (Å)
1 H -1.02 1.29 -1.14  C4 1.154
2 N 2.31 -1.55 0.05  P7 1.619, P9 1.537
3 N 0.19 -0.26 -0.45  C4 1.361, P7 1.591
4 C -1.04 0.33 -0.51  H1 1.154, N3 1.361, C8 1.348
5 N 3.34 0.91 -0.31  P9 1.835, H11 0.978, P13 1.647
6 H 1.84 0.82 1.16  P13 1.421
7 P 0.75 -1.42 0.49  N2 1.619, N3 1.591, H10 1.400
8 C -2.16 -0.05 0.14  C4 1.348, H12 1.125, H14 1.009
9 P 3.67 -0.89 -0.23  N2 1.537, N5 1.835
10 H 0.47 -2.75 0.17  P7 1.400
11 H 4.13 1.27 -0.75  N5 0.978
12 H -3.15 0.30 -0.24  C8 1.125
13 P 2.20 1.92 0.33  N5 1.647, H6 1.421
14 H -2.14 -0.78 0.84  C8 1.009

As for the HOMO-LUMO gap (spin up / spin down): 0.2053 / 0.2602 Eh. The calculation puts the lowest unoccupied orbital energy (spin up / spin down) at -1.523 / -0.801 eV.

Löwdin population analysis, charges in e, atoms 1 to 6: 0.112 -0.660 -0.282 -0.374 -0.689 -0.193


(8)
Entry from the OMol25 dataset: a cluster of 2 separate species, C2H6N3S2 in total (the ωB97M-V functional and the def2-TZVPD basis).

Last columns: bonded neighbours and bond lengths (Å).
Element x y z (Å)
1 N 0.98 -0.31 1.26  H2 1.069, H7 0.984, H10 1.068, C12 1.514
2 H 1.96 0.04 1.53  N1 1.069
3 N -1.41 2.09 -0.08  N8 1.152, C9 1.234
4 S 2.02 0.53 -0.93  C12 1.713, H13 1.335
5 H -2.84 2.89 -1.28  C9 1.092
6 S -0.14 -1.54 -0.89  C12 1.584
7 H 0.80 -1.24 1.53  N1 0.984
8 N -0.94 1.08 0.20  N3 1.152
9 C -2.16 3.01 -0.43  N3 1.234, H5 1.092, H11 1.039
10 H 0.18 0.35 1.51  N1 1.068
11 H -2.20 3.98 -0.06  C9 1.039
12 C 0.79 -0.43 -0.23  N1 1.514, S4 1.713, S6 1.584
13 H 1.58 0.42 -2.19  S4 1.335

As for the HOMO-LUMO gap: 0.2970 Eh. Its charge is +1. The calculation puts the lowest unoccupied orbital energy at -4.742 eV.

Löwdin population analysis, charges in e, atoms 1 to 6: 0.098 0.175 -0.114 0.857 0.111 0.808


(9)
Entry from the OMol25 dataset: a cluster of 2 separate species, C2H6N4 in total (the ωB97M-V functional and the def2-TZVPD basis).

Last columns: bonded neighbours and bond lengths (Å).
Element x y z (Å)
1 C -3.05 -0.23 -0.92  N10 1.170
2 N 1.03 -0.44 -0.77  H4 1.052, H11 1.073, C12 1.368
3 H -1.83 1.03 0.11  N10 0.942
4 H 0.97 -1.41 -1.17  N2 1.052
5 N -0.21 -0.89 1.17  H7 1.050, H9 1.042, C12 1.404
6 H 0.33 2.12 0.04  N8 1.003
7 H -1.22 -0.81 1.45  N5 1.050
8 N -0.05 1.28 0.43  H6 1.003, C12 1.279
9 H 0.17 -1.82 0.89  N5 1.042
10 N -2.55 0.46 -0.12  C1 1.170, H3 0.942
11 H 1.34 0.34 -1.43  N2 1.073
12 C 0.24 0.05 0.23  N2 1.368, N5 1.404, N8 1.279

As for the HOMO-LUMO gap: 0.3685 Eh. The calculation puts the lowest unoccupied orbital energy at 0.676 eV.

Löwdin population analysis, charges in e, atoms 1 to 6: -0.057 0.097 -0.065 0.119 0.097 0.048


(10)
Entry from the OMol25 dataset: a cluster of 2 separate species, C2H6N4 in total (the ωB97M-V functional and the def2-TZVPD basis).

Last columns: bonded neighbours and bond lengths (Å).
Element x y z (Å)
1 N -1.01 -0.11 1.70  N2 1.170, H4 1.084
2 N -2.01 -0.71 1.70  N1 1.170, N11 1.147
3 H 2.64 -0.07 0.38  C12 1.025
4 H -0.04 -0.19 1.22  N1 1.084
5 H 0.21 0.63 -2.04  C10 1.081
6 H -0.46 -0.77 -1.48  C10 1.050
7 N 0.77 0.01 -0.10  C10 1.416, C12 1.256
8 H -1.04 0.68 -0.83  C10 1.038
9 H 2.24 1.08 -1.00  C12 1.064
10 C -0.18 0.18 -1.13  H5 1.081, H6 1.050, N7 1.416, H8 1.038
11 N -3.09 -1.08 1.85  N2 1.147
12 C 1.96 0.36 -0.27  H3 1.025, N7 1.256, H9 1.064

As for the HOMO-LUMO gap: 0.3500 Eh. The calculation puts the lowest unoccupied orbital energy at 0.534 eV.

Löwdin population analysis, charges in e, atoms 1 to 6: 0.076 -0.372 0.057 0.046 0.083 0.080


(11)
Entry from the OMol25 dataset: the molecule C2H6N4 (the ωB97M-V functional and the def2-TZVPD basis).

Last columns: bonded neighbours and bond lengths (Å).
Element x y z (Å)
1 C -1.07 -0.38 -0.22  H2 1.145, H5 1.101, C8 1.526, N11 1.409
2 H -2.13 -0.39 0.21  C1 1.145
3 N 1.47 -0.60 0.50  N4 1.483, N9 1.297
4 N 1.73 0.10 -0.78  N3 1.483, N9 1.426, H10 1.008
5 H -1.37 -0.25 -1.28  C1 1.101
6 H -0.46 -1.94 1.01  N11 1.066
7 H -0.61 1.32 1.33  C8 1.148
8 C -0.37 0.86 0.30  C1 1.526, H7 1.148, N9 1.439, H12 1.122
9 N 1.05 0.62 0.36  N3 1.297, N4 1.426, C8 1.439
10 H 2.61 0.57 -0.95  N4 1.008
11 N -0.33 -1.55 0.02  C1 1.409, H6 1.066
12 H -0.51 1.64 -0.49  C8 1.122

As for the HOMO-LUMO gap (spin up / spin down): 0.3355 / 0.3443 Eh. The calculation puts the lowest unoccupied orbital energy (spin up / spin down) at 0.278 / 0.322 eV.

Löwdin population analysis, charges in e, atoms 1 to 6: -0.352 0.131 0.082 0.035 0.095 0.075


(12)
Entry from the OMol25 dataset: the molecule C2H6N4 (the ωB97M-V functional and the def2-TZVPD basis).

Last columns: bonded neighbours and bond lengths (Å).
Element x y z (Å)
1 N -1.46 -0.55 -0.51  C9 1.258, N10 1.384
2 C 0.87 0.15 -0.20  N8 1.387, N10 1.426, N12 1.270
3 H -0.12 1.71 -0.65  N12 1.056
4 H 2.63 0.17 0.49  N8 1.049
5 H -3.17 0.36 0.29  C9 1.163
6 H -1.44 0.71 1.12  C9 1.108
7 H 0.18 -1.54 -0.99  N10 0.981
8 N 2.02 -0.58 0.07  C2 1.387, H4 1.049, H11 1.057
9 C -2.01 0.26 0.28  N1 1.258, H5 1.163, H6 1.108
10 N -0.12 -0.87 -0.35  N1 1.384, C2 1.426, H7 0.981
11 H 1.75 -1.21 0.87  N8 1.057
12 N 0.86 1.40 -0.43  C2 1.270, H3 1.056

As for the HOMO-LUMO gap: 0.3770 Eh. The SMILES is [H]/N=C(/N)NN=C. The calculation puts the lowest unoccupied orbital energy at 0.935 eV.

Löwdin population analysis, charges in e, atoms 1 to 6: -0.056 -0.592 0.054 0.108 0.098 0.077


Record-wise calculated total energy values, in eV: -15984.141 -15986.788 -15982.260 -26820.985 -6630.327 -10739.233 -34504.253 -28301.631 -8129.992 -8127.981 -8125.216 -8129.920
Record-wise relative energy (zero: lowest compared OMol25 entry of this formula, charge and spin) values, in eV: 2.6578 0.0105 0.0670 0.8289 4.7599 0.0174 2.6627 3.9830 2.1013 4.1116 6.8767 2.1724